[1]
The following is a quantum chemistry calculation of a molecular structure, C30H60CuN2O2PSi4, from OMol25.

```
100
Properties=species:S:1:pos:R:3
Cu 13.38 12.28 9.47
C 17.60 13.28 9.40
C 16.10 13.50 9.45
O 15.42 12.37 9.61
C 15.56 14.74 9.30
C 14.18 15.08 9.21
C 13.86 16.54 8.90
N 13.21 14.24 9.41
N 11.90 14.72 9.46
C 11.05 13.75 9.69
O 11.37 12.51 9.82
C 9.64 14.16 9.91
C 9.32 15.51 10.25
C 7.99 15.89 10.43
C 6.98 14.94 10.30
C 7.30 13.60 9.90
C 8.61 13.25 9.70
H 17.83 12.60 10.22
H 18.30 14.12 9.49
H 17.83 12.71 8.50
H 16.26 15.53 9.00
H 14.78 17.14 8.96
H 13.12 16.94 9.59
H 13.36 16.63 7.94
H 10.09 16.31 10.31
H 7.73 16.89 10.67
H 5.95 15.23 10.39
H 6.55 12.88 9.66
H 8.84 12.20 9.39
C 11.74 10.13 5.92
Si 11.79 9.19 7.59
C 11.83 7.31 7.39
C 10.19 9.51 8.48
Si 13.58 10.06 8.86
Si 15.61 9.67 7.73
C 15.85 11.05 6.50
C 17.03 9.56 9.00
C 15.62 8.09 6.72
Si 13.66 8.77 10.76
C 14.79 9.42 12.12
C 14.43 7.06 10.41
C 11.96 8.66 11.61
H 10.72 9.99 5.50
H 12.56 9.74 5.26
H 11.91 11.19 6.05
H 11.12 6.95 6.66
H 11.52 6.85 8.35
H 12.82 6.90 7.12
H 9.45 9.15 7.76
H 10.13 10.53 8.75
H 10.10 8.91 9.38
H 15.60 12.01 6.90
H 15.27 10.86 5.66
H 16.95 11.12 6.23
H 17.06 10.46 9.62
H 17.97 9.43 8.49
H 16.94 8.71 9.71
H 15.03 8.20 5.83
H 15.18 7.30 7.30
H 16.64 7.83 6.44
H 14.50 8.92 13.03
H 14.63 10.50 12.24
H 15.83 9.27 11.80
H 15.42 7.11 10.00
H 13.84 6.48 9.71
H 14.45 6.51 11.40
H 11.53 9.65 11.52
H 12.09 8.37 12.63
H 11.27 7.97 11.12
C 15.86 12.80 13.99
C 14.38 12.77 14.38
C 14.34 13.70 15.64
P 13.21 13.07 13.02
C 11.65 12.22 13.72
C 11.30 12.17 15.21
C 10.46 12.54 12.83
C 12.64 14.80 12.87
C 11.90 15.45 14.05
C 13.84 15.69 12.50
H 16.52 12.56 14.85
H 16.23 13.84 13.70
H 16.06 12.04 13.21
H 14.15 11.72 14.67
H 14.56 14.70 15.36
H 15.06 13.39 16.39
H 13.37 13.65 16.16
H 11.95 11.21 13.41
H 11.20 13.21 15.63
H 12.05 11.69 15.83
H 10.32 11.69 15.38
H 10.05 13.54 13.00
H 9.62 11.84 13.12
H 10.72 12.44 11.81
H 11.99 14.71 12.01
H 12.50 15.57 14.94
H 11.04 14.82 14.36
H 11.54 16.45 13.80
H 14.35 15.98 13.38
H 13.50 16.62 12.11
H 14.53 15.23 11.77
```

Properties
E, a.u.: -4579.034855
E_LUMO (spin up / spin down), eV: 2.7 / 2.7
Frontier orbital gap (spin up / spin down), eV: 6.720 / 7.142
Total charge: -1
Multiplicity: 2
ΔE to the lowest compared entry with this formula, charge and spin, eV: 0.724
<S²>: 0.7555

Löwdin population analysis, charges in e, atoms 1 to 4: atom 1 (Cu): 0.36, atom 2 (C): -0.03, atom 3 (C): -0.44, atom 4 (O): -0.22

---

[2]
The following is a quantum chemistry calculation of 10 unconnected molecules or ions with the total composition C30H60F5O35P5, from OMol25.

```
135
Properties=species:S:1:pos:R:3
C -12.34 1.81 10.67
C -10.93 1.57 10.49
O -10.29 2.77 10.85
C -11.26 3.75 11.07
O -11.00 4.91 11.39
O -12.49 3.27 10.72
F -10.88 1.33 9.20
H -12.72 1.42 11.62
H -12.97 1.31 9.94
H -10.50 0.68 10.95
C -6.56 -4.62 18.44
C -6.32 -4.61 16.93
O -6.01 -3.24 16.60
C -6.32 -2.46 17.62
O -6.43 -1.32 17.56
O -6.63 -3.19 18.69
F -7.37 -5.07 16.23
H -6.01 -5.24 19.15
H -7.52 -5.11 18.60
H -5.41 -5.15 16.65
C -12.22 4.25 15.03
C -11.53 3.12 15.68
O -11.42 3.54 17.01
C -11.41 4.90 17.04
O -11.16 5.52 18.01
O -11.84 5.38 15.84
F -10.38 3.06 15.12
H -13.28 3.99 15.04
H -12.02 4.44 13.97
H -12.07 2.18 15.52
C -11.27 -0.33 17.18
C -10.10 -1.25 17.41
O -10.71 -2.52 17.04
C -11.98 -2.43 16.77
O -12.80 -3.34 16.66
O -12.33 -1.16 16.77
F -9.75 -1.41 18.68
H -11.06 0.51 16.52
H -11.46 0.10 18.17
H -9.16 -1.03 16.90
C -11.56 -5.05 13.97
C -13.01 -4.89 13.75
O -13.37 -6.04 12.96
C -12.23 -6.69 12.57
O -12.12 -7.49 11.68
O -11.24 -6.23 13.24
F -13.15 -3.73 13.15
H -11.31 -5.04 15.03
H -10.89 -4.29 13.58
H -13.58 -4.73 14.66
C 0.34 -2.24 9.95
O -0.15 -3.53 10.28
P -1.72 -3.86 10.38
O -2.22 -5.19 10.81
O -2.09 -3.58 8.81
C -1.44 -4.41 7.91
O -2.24 -2.57 11.19
C -2.30 -2.57 12.59
H -0.33 -1.65 9.33
H 1.30 -2.35 9.45
H 0.37 -1.68 10.88
H -2.14 -5.03 7.35
H -0.77 -5.17 8.31
H -0.84 -3.69 7.36
H -2.00 -3.48 13.11
H -3.29 -2.38 13.02
H -1.70 -1.69 12.86
C -7.96 -3.90 12.92
O -8.86 -2.92 13.45
P -8.55 -1.30 13.49
O -8.40 -0.68 12.14
O -9.81 -0.81 14.35
C -11.06 -0.55 13.59
O -7.31 -1.10 14.46
C -5.94 -1.12 14.06
H -7.68 -4.41 13.84
H -7.00 -3.59 12.53
H -8.39 -4.62 12.23
H -11.33 -1.11 12.70
H -10.80 0.48 13.36
H -11.86 -0.50 14.33
H -5.83 -0.78 13.03
H -5.33 -2.02 14.14
H -5.49 -0.38 14.72
C -8.02 -7.91 13.54
O -7.18 -8.83 14.03
P -7.30 -9.35 15.64
O -7.95 -8.36 16.50
O -7.92 -10.83 15.54
C -9.09 -11.09 14.93
O -5.77 -9.46 16.06
C -4.98 -10.48 15.40
H -7.50 -6.96 13.49
H -8.97 -7.66 14.02
H -8.31 -8.10 12.51
H -9.58 -11.68 15.70
H -9.17 -11.60 13.97
H -9.64 -10.15 14.84
H -4.06 -10.68 15.95
H -4.80 -10.22 14.35
H -5.49 -11.44 15.33
C -15.27 -0.40 15.14
O -15.90 0.64 14.48
P -15.04 1.74 13.67
O -13.58 1.78 13.70
O -15.60 1.49 12.19
C -15.79 2.48 11.26
O -15.77 3.14 14.01
C -17.11 3.46 14.04
H -16.02 -1.06 15.58
H -14.94 0.09 16.06
H -14.53 -1.01 14.63
H -16.83 2.77 11.13
H -15.21 2.03 10.44
H -15.23 3.35 11.59
H -17.61 3.53 15.01
H -17.70 2.92 13.30
H -17.34 4.47 13.71
C -8.51 -2.19 9.58
O -8.39 -3.57 9.74
P -9.32 -4.55 8.89
O -9.46 -4.30 7.41
O -8.82 -6.06 9.36
C -7.71 -6.81 8.75
O -10.74 -4.41 9.67
C -12.03 -4.20 9.04
H -8.77 -2.08 8.52
H -7.63 -1.72 10.00
H -9.28 -1.67 10.14
H -7.83 -7.10 7.71
H -7.57 -7.70 9.37
H -6.78 -6.25 8.73
H -12.66 -4.99 8.62
H -11.83 -3.48 8.24
H -12.63 -3.85 9.88
```

Properties
E, a.u.: -6018.942835
E_LUMO, eV: 0.2
Frontier orbital gap, eV: 10.779
Structure (SMILES): O=C1OC[C@@H](F)O1.O=C1OC[C@@H](F)O1.O=C1OC[C@@H](F)O1.O=C1OC[C@@H](F)O1.O=C1OC[C@@H](F)O1.COP(=O)(OC)OC.COP(=O)(OC)OC.COP(=O)(OC)OC.COP(=O)(OC)OC.COP(=O)(OC)OC
ΔE to the lowest compared entry with this formula, charge and spin, eV: 5.609

Löwdin population analysis, charges in e, atoms 1 to 4: atom 1 (C): -0.07, atom 2 (C): -0.38, atom 3 (O): 0.14, atom 4 (C): -0.46

---

Calculated F_max, 2.70; 5.36 eV/A (same order as the records).